#P
Formula: H22O11
Source: the Open Molecules 2025 dataset
Level of theory: ωB97M-V/def2-TZVPD

As for the HOMO-LUMO gap: 8.4 eV. As for the net charge: 0. Its HOMO energy is -9.379 eV. As for the molar mass: 198.17 g mol⁻¹. As for the LUMO energy: -0.98 eV.

Each line ends with the Mulliken charge.
Geometry (Å):
O -1.70669 1.42414 2.36306  -0.9028
H -0.83612 1.82136 2.33904  0.3362
H -1.62874 0.64198 1.81682  0.5652
O 2.15238 -0.77112 1.36125  -0.7312
H 1.91789 -1.60988 1.75839  0.2207
H 1.38465 -0.52748 0.84408  0.8928
O -1.57784 -0.14554 0.97479  -0.7161
H -1.33996 -1.05573 1.15145  0.3967
H -2.32236 -0.20395 0.37603  0.2116
O 0.48605 -0.27422 0.11443  -0.8492
H -0.39688 -0.37570 0.46989  0.1364
H 0.48443 0.59434 -0.28787  0.4332
O 0.54556 -1.62551 -1.75810  -0.8728
H 1.12887 -1.38376 -1.03870  0.3761
H -0.20852 -2.03068 -1.32983  0.5073
O 0.19836 2.02931 -0.55835  -0.6093
H 0.51902 2.67465 -1.18838  0.2445
H -0.74250 1.97674 -0.72645  0.2564
O 0.49781 2.37005 1.56199  -0.7929
H 0.46842 3.30685 1.36763  0.2777
H 0.45389 1.94569 0.70514  0.4228
O 0.27523 2.02943 -2.82733  -0.7376
H 0.60865 1.64919 -2.01462  0.3740
H -0.26646 1.33955 -3.21054  0.3627
O 1.85644 -0.02215 -2.63178  -0.5762
H 1.21006 -0.01842 -1.92580  0.1744
H 2.48551 0.65572 -2.38479  0.3570
O -0.79550 -1.96974 1.49150  -0.5992
H -0.67677 -1.59568 2.36455  0.3868
H -0.66510 -2.91013 1.61356  0.3413
O -1.15672 -2.42068 -0.58216  -0.6335
H -0.74189 -2.26235 0.26582  0.4840
H -1.61115 -3.25626 -0.47472  0.2631

***

#Q
Formula: H22O11
Source: the Open Molecules 2025 dataset
Level of theory: ωB97M-V/def2-TZVPD

As for the HOMO-LUMO gap: 6.1 eV. As for the net charge: 0. Its HOMO energy is -7.297 eV. As for the molar mass: 198.17 g mol⁻¹. As for the LUMO energy: -1.20 eV.

Each line ends with the Mulliken charge.
Geometry (Å):
O 0.64882 -1.37313 1.16637  -1.0059
H 0.21390 -0.67847 0.67188  1.1655
H 1.58299 -1.21940 1.02523  0.3366
O 1.64169 -0.02131 -1.16911  -0.8869
H 0.91220 -0.43712 -1.62864  0.3028
H 2.33692 0.03582 -1.82456  0.4467
O -1.89588 1.26388 -0.96855  -0.8480
H -1.39725 1.89107 -0.44487  0.5000
H -1.37459 1.14626 -1.76269  0.4122
O 3.00668 1.23552 0.06820  -0.8169
H 2.32010 0.68864 -0.31358  0.4925
H 3.18310 0.83862 0.92118  0.2817
O -0.24361 0.11662 0.24457  -0.7443
H -0.87490 0.52453 -0.34815  0.4209
H 0.54055 -0.00930 -0.28972  -0.0997
O 1.24471 1.07507 1.50654  -0.6103
H 0.67162 1.33230 2.22878  0.2859
H 0.65562 0.96549 0.76007  0.1532
O -3.05091 -0.28509 -1.51526  -0.7406
H -2.40458 0.42020 -1.48272  0.4350
H -3.70697 -0.03967 -0.86289  0.2784
O -2.39892 0.35478 1.01623  -0.7574
H -2.40919 0.86478 0.20628  0.4610
H -2.83990 0.91283 1.65682  0.2507
O -1.32240 -0.60383 2.59428  -0.6465
H -1.29764 -0.26060 1.70107  0.4503
H -1.71171 0.10119 3.11159  0.2202
O 2.49979 -1.50516 0.35541  -0.5714
H 2.09497 -1.13295 -0.42806  0.3160
H 3.40742 -1.67123 0.10073  0.3342
O 0.24350 -1.26213 -1.93645  -0.3867
H -0.34227 -1.10012 -2.67595  0.2868
H 0.06626 -2.16824 -1.68393  0.2846

***

Which is the most stable structure? #P is the most stable.

***

#P
Formula: H22O11
Source: the Open Molecules 2025 dataset
Level of theory: ωB97M-V/def2-TZVPD

Its SMILES is O.O.O.O.O.O.O.O.O.O.O. As for the HOMO-LUMO gap: 9.3 eV. As for the net charge: 0. Its HOMO energy is -10.005 eV. As for the molar mass: 198.17 g mol⁻¹. As for the LUMO energy: -0.71 eV.

Each line ends with the Mulliken charge.
Geometry (Å):
O 2.01560 -3.30427 0.19603  -0.6877
H 2.36411 -3.26156 -0.69445  0.3378
H 1.14110 -2.92067 0.13015  0.4251
O -0.46345 -2.29043 0.21907  -0.6653
H -0.61412 -2.07861 1.14030  0.2769
H -1.15994 -2.90868 -0.00206  0.2729
O -1.30867 0.57639 1.98399  -0.6860
H -1.74501 -0.25291 2.17915  0.2916
H -1.87770 1.00182 1.34256  0.3421
O 0.40611 -0.98482 -3.43693  -0.6110
H -0.09743 -0.60424 -2.71733  0.3556
H 0.93283 -1.66990 -3.02528  0.3010
O -1.88656 2.95843 -2.78098  -0.6424
H -1.54273 2.13076 -2.44485  0.3162
H -1.40247 3.10720 -3.59324  0.3081
O 0.69390 0.58930 -0.27210  -0.5702
H -0.22882 0.84320 -0.25289  0.2370
H 0.74872 -0.16099 0.31975  0.2994
O -1.84624 0.27433 -1.96494  -0.5662
H -1.84216 -0.53930 -1.46074  0.2377
H -2.77284 0.45169 -2.12681  0.2733
O 1.00625 0.63386 3.41721  -0.6749
H 0.19729 0.64935 2.90577  0.4549
H 1.61714 0.12449 2.88466  0.3461
O -2.82017 2.33679 0.37484  -0.6312
H -3.64702 2.79341 0.52990  0.2843
H -2.54250 2.63109 -0.49264  0.3047
O 2.54142 -1.09338 1.87085  -0.5944
H 2.66780 -1.58592 2.68181  0.2796
H 2.70236 -1.73095 1.17528  0.3002
O 3.16076 1.62047 0.39688  -0.6386
H 3.28938 1.43685 1.32746  0.3096
H 2.31305 1.22721 0.18959  0.4138

***

#Q
Formula: H22O11
Source: the Open Molecules 2025 dataset
Level of theory: ωB97M-V/def2-TZVPD

Its SMILES is O.O.O.O.O.O.O.O.O.O.O. As for the HOMO-LUMO gap: 10.3 eV. As for the net charge: 0. Its HOMO energy is -10.474 eV. As for the molar mass: 198.17 g mol⁻¹. As for the LUMO energy: -0.22 eV.

Each line ends with the Mulliken charge.
Geometry (Å):
O -1.75895 0.03813 -2.32695  -0.6593
H -2.15798 0.76681 -1.94647  0.3059
H -2.41995 -0.24796 -3.02955  0.3014
O -0.14293 2.54457 2.01845  -0.6992
H -0.87252 2.09379 2.42062  0.2898
H 0.40792 1.83786 1.63060  0.4015
O 2.43488 -1.08375 1.06661  -0.5586
H 1.59042 -0.63192 1.05023  0.4475
H 2.60731 -1.34285 1.96854  0.2086
O -3.29734 0.73029 0.38697  -0.5949
H -2.89494 0.19033 1.08558  0.2929
H -3.32980 1.59825 0.82665  0.3003
O 0.85305 1.73063 -1.26361  -0.8417
H 0.36321 2.51824 -1.07763  0.3328
H 0.49124 1.55965 -2.16696  0.3792
O 0.00461 -0.00683 0.68479  -0.7424
H 0.21577 0.51859 -0.12774  0.5117
H -0.34947 -0.81225 0.30048  0.2565
O 0.83860 -3.61969 0.20283  -0.5765
H 0.62602 -4.50964 -0.12237  0.3281
H 0.08450 -3.22657 -0.20953  0.3156
O 3.17204 0.68701 -2.55535  -0.6445
H 3.43779 -0.16655 -2.18441  0.3153
H 2.32349 0.91183 -2.14145  0.4002
O 0.79061 -2.88533 2.93182  -0.6145
H 0.71823 -2.83652 1.95488  0.3527
H 1.69377 -2.64314 3.10295  0.2767
O -0.38381 3.88364 -0.38015  -0.7646
H -0.37374 3.18688 0.32063  0.4077
H 0.28188 4.58117 -0.06753  0.3399
O -1.32276 -1.98454 -0.61783  -0.7437
H -1.34717 -1.29044 -1.30613  0.4240
H -2.28396 -2.08969 -0.42899  0.2517

***

#R
Formula: H22O11
Source: the Open Molecules 2025 dataset
Level of theory: ωB97M-V/def2-TZVPD

Its SMILES is O.O.O.O.O.O.O.O.O.O.O. As for the HOMO-LUMO gap: 10.5 eV. As for the net charge: 0. Its HOMO energy is -10.695 eV. As for the molar mass: 198.17 g mol⁻¹. As for the LUMO energy: -0.20 eV.

Each line ends with the Mulliken charge.
Geometry (Å):
O -2.48569 -2.06273 1.92573  -0.6322
H -1.78830 -2.02264 1.25617  0.2987
H -3.08789 -1.39162 1.54771  0.3217
O -0.12933 -3.58304 0.38467  -0.6076
H 0.13878 -4.27957 1.04225  0.3033
H 0.58745 -3.57070 -0.26145  0.3677
O -1.28004 3.21446 0.19775  -0.6076
H -0.67210 3.85288 -0.11590  0.2504
H -0.85160 2.62774 0.81494  0.3191
O 3.53544 1.19672 -0.48241  -0.5507
H 3.04829 1.36966 -1.25922  0.2928
H 4.23726 0.51397 -0.56065  0.2824
O 1.92354 1.32265 1.92243  -0.5916
H 2.86188 1.43341 1.99175  0.2664
H 1.64419 2.06538 1.21538  0.3372
O -0.46619 -0.67538 4.62302  -0.6568
H -1.21564 -1.04954 4.10901  0.3508
H 0.03464 -0.38800 3.84927  0.2957
O -3.81048 1.25370 0.77078  -0.6187
H -4.35992 2.00190 0.83617  0.2930
H -2.88794 1.42551 1.06698  0.3153
O 0.28746 1.38906 -0.41522  -0.4803
H 0.86075 1.36358 -1.25419  0.1943
H 0.31443 0.43225 -0.25176  0.2923
O -2.49552 0.94429 -2.97208  -0.6519
H -3.09317 0.09562 -2.94553  0.3229
H -2.42992 1.53959 -2.26214  0.3389
O 1.56733 0.36475 -3.65073  -0.6299
H 0.90584 -0.30259 -3.75280  0.3112
H 1.26389 1.10096 -4.20041  0.3230
O 2.35501 -3.26227 -0.78934  -0.6603
H 3.25715 -2.99019 -0.89562  0.2917
H 2.23041 -3.92976 -1.48453  0.3188

***

#S
Formula: H22O11
Source: the Open Molecules 2025 dataset
Level of theory: ωB97M-V/def2-TZVPD

Its SMILES is O.O.O.O.O.O.O.O.O.O.O. As for the HOMO-LUMO gap: 10.6 eV. As for the net charge: 0. Its HOMO energy is -10.911 eV. As for the molar mass: 198.17 g mol⁻¹. As for the LUMO energy: -0.36 eV.

Each line ends with the Mulliken charge.
Geometry (Å):
O -32.89591 -1.87371 30.79934  -0.6177
H -33.06776 -2.79180 31.00865  0.3089
H -32.38752 -1.54920 31.54262  0.3127
O -30.48050 5.36607 27.60653  -0.6413
H -30.91600 4.96132 26.85636  0.3208
H -30.72218 4.81456 28.35061  0.3166
O -23.74406 1.45492 32.89503  -0.6309
H -24.22959 1.81185 32.15132  0.3227
H -23.26088 2.20240 33.24721  0.3179
O -32.77298 2.56973 30.05633  -0.5895
H -32.62567 2.09382 30.87367  0.3100
H -33.58397 3.05609 30.20464  0.2853
O -30.74976 2.34995 33.45704  -0.6172
H -31.15307 2.73436 34.23537  0.3141
H -29.86299 2.71007 33.44354  0.3096
O -27.88386 -0.60082 25.34217  -0.6230
H -27.54438 0.02594 24.70328  0.3081
H -28.11103 -0.06771 26.10401  0.3084
O -23.51492 1.20244 26.85288  -0.6252
H -24.05138 1.41072 27.61777  0.3122
H -22.86285 1.90237 26.81931  0.3128
O -25.62352 2.99440 30.05122  -0.6067
H -24.89491 3.48739 29.67396  0.3104
H -25.89105 3.50737 30.81381  0.2983
O -32.41493 0.18880 27.15550  -0.6363
H -32.13983 -0.53008 27.72451  0.3110
H -32.52714 0.93328 27.74659  0.3127
O -26.85311 -3.42446 28.58906  -0.6311
H -27.32348 -2.59131 28.61851  0.3165
H -27.53715 -4.08921 28.66904  0.3114
O -28.67556 0.61967 29.11048  -0.5952
H -29.44358 1.03995 29.49745  0.2829
H -27.93306 1.12450 29.44225  0.3108

***

Which is the most stable structure? #P is the most stable.

***

#P
Formula: H22O11
Source: the Open Molecules 2025 dataset
Level of theory: ωB97M-V/def2-TZVPD

Its SMILES is O.O.O.O.O.O.O.O.O.O.O. As for the HOMO-LUMO gap: 11.2 eV. As for the net charge: 0. Its HOMO energy is -11.209 eV. As for the molar mass: 198.17 g mol⁻¹. As for the LUMO energy: -0.04 eV.

Each line ends with the Mulliken charge.
Geometry (Å):
O -10.58708 -12.28161 33.37319  -0.6330
H -10.57509 -12.74086 32.53344  0.3149
H -10.97649 -12.90772 33.98359  0.3181
O -8.46688 -11.70932 24.15658  -0.6383
H -8.90831 -12.47058 23.77993  0.3204
H -8.77144 -11.67970 25.06355  0.3177
O -9.43842 -9.20961 27.89421  -0.6441
H -9.95969 -9.04311 28.67957  0.3227
H -9.68745 -8.51157 27.28844  0.3201
O -6.87207 -3.99555 29.79115  -0.6461
H -7.56688 -3.97019 30.44905  0.3270
H -6.89547 -4.89025 29.45176  0.3179
O -6.36881 -7.29468 23.13218  -0.6265
H -6.86678 -6.79767 22.48316  0.3025
H -6.72564 -8.18140 23.08086  0.3226
O -13.36114 -13.44556 28.54387  -0.6340
H -12.44740 -13.61100 28.31161  0.3135
H -13.77544 -14.30805 28.51737  0.3205
O -12.53044 -9.75549 22.15295  -0.6348
H -11.66876 -9.56293 22.52263  0.3168
H -12.59791 -9.18155 21.38989  0.3183
O -10.43629 -5.48468 24.98989  -0.6268
H -9.73754 -4.86259 24.78746  0.3177
H -11.20255 -5.14327 24.52888  0.3148
O -10.85954 -4.65251 32.23398  -0.6405
H -11.25122 -3.95732 32.76269  0.3158
H -11.44234 -4.73745 31.47942  0.3219
O -13.54546 -5.53304 28.61956  -0.6266
H -13.10206 -5.66928 27.78227  0.3117
H -14.32367 -5.02140 28.39854  0.3172
O -3.91307 -8.64358 26.88749  -0.6389
H -4.34233 -8.40957 26.06456  0.3210
H -4.30964 -9.47855 27.13605  0.3169

***

#Q
Formula: H22O11
Source: the Open Molecules 2025 dataset
Level of theory: ωB97M-V/def2-TZVPD

Its SMILES is O.O.O.O.O.O.O.O.O.O.O. As for the HOMO-LUMO gap: 10.7 eV. As for the net charge: 0. Its HOMO energy is -10.722 eV. As for the molar mass: 198.17 g mol⁻¹. As for the LUMO energy: -0.01 eV.

Each line ends with the Mulliken charge.
Geometry (Å):
O -3.14845 1.99933 -0.13570  -0.6149
H -3.19045 1.47333 0.71730  0.3174
H -3.83545 2.78533 -0.19470  0.2713
O 3.06455 -2.20967 0.55430  -0.5759
H 2.15355 -2.05267 0.32030  0.5132
H 3.56155 -2.37367 -0.04370  0.2020
O 0.48555 0.35133 0.71530  -0.3711
H -0.32545 0.64033 0.87630  0.4316
H 0.42755 -0.53567 0.24430  0.0960
O 2.00555 -1.56567 -2.08870  -0.6671
H 2.63255 -1.65667 -2.83970  0.2910
H 1.75255 -0.64867 -1.93270  0.3987
O -2.08545 0.67333 1.57830  -0.7623
H -2.16545 -0.24267 1.24330  0.3104
H -2.92145 0.91633 2.00330  0.3289
O 0.33255 -1.96567 0.15430  -0.7753
H -0.68245 -2.04467 0.08930  0.3411
H 0.69555 -2.22467 -0.76570  0.3673
O 1.38255 1.16533 -1.57370  -0.5576
H 1.41155 1.64733 -0.81970  0.1992
H 1.88855 1.79933 -2.07970  0.2016
O -1.39845 1.05933 -2.31970  -0.6996
H -1.98145 1.56433 -1.76770  0.3704
H -0.58345 1.07033 -1.94070  0.3721
O 0.18355 -0.98367 3.40530  -0.5921
H 0.54655 -0.46367 2.64830  0.3607
H 0.65355 -1.49467 3.92530  0.2325
O 2.13155 2.38533 2.00630  -0.5997
H 1.68355 1.66433 1.85730  0.2959
H 2.43055 2.86933 1.23230  0.2808
O -2.24845 -1.46067 -1.49070  -0.6594
H -1.73545 -0.61267 -1.56970  0.4178
H -3.12145 -1.52867 -2.00870  0.2751

***

Which is the most stable structure? #P is the most stable.